1.
ORCA calculation (wB97M-V/def2-TZVPD) on C22H26NO2S as an isolated structure in a non-equilibrium geometry.

The geometry in XYZ format:
```
52
Properties=species:S:1:pos:R:3
S 2.2300 -2.0664 -0.3297
O -0.6834 -1.4524 -0.8956
O 0.8611 1.3881 -2.0688
N 1.8225 -0.3621 1.5152
C -1.8428 1.9057 -2.3859
C -0.0220 -0.4362 -0.1994
C -0.8834 0.5717 0.4835
C -3.6100 -0.1067 -3.1629
C -4.0830 1.1722 -2.9434
C -0.8988 1.9628 0.2415
C 3.1625 -2.1471 1.1341
C -2.6707 2.2648 1.8772
C 1.4083 0.7953 2.2846
C -1.7118 0.0685 1.5063
C 4.1368 -3.2756 1.2982
C 0.0280 0.3149 -2.0825
C 1.2855 -0.6961 0.2752
C -1.3983 -2.5373 -0.3327
C 3.4375 -0.9740 3.4057
C -2.6004 0.9021 2.1816
C -1.3513 0.6011 -2.5033
C -3.2125 2.2008 -2.5574
C -2.2461 -0.4096 -2.9470
C 2.8390 -1.1619 2.0188
C -1.8158 2.7993 0.9040
C 2.2848 1.1477 -2.3184
H 4.8594 -3.2624 0.4634
H -3.2141 0.4425 2.9676
H -2.3160 -2.1934 0.1660
H -1.8742 -1.3975 -3.1972
H 0.5101 -0.6087 -2.4664
H -0.7518 -3.0545 0.3861
H 4.1095 -0.1211 3.5229
H 4.0447 -1.8583 3.5851
H 2.2740 1.0255 2.9372
H -1.8628 3.8766 0.6892
H -3.5499 3.2187 -2.4170
H 2.8097 2.0948 -2.1432
H 1.1971 1.6863 1.6668
H 2.6956 0.3611 -1.6716
H 2.3900 0.8386 -3.3682
H -5.1572 1.3891 -3.0563
H -1.6902 -3.2130 -1.1485
H 2.7132 -0.9202 4.2201
H -1.5579 -0.9705 1.7995
H -0.1604 2.4290 -0.4146
H -3.3883 2.8832 2.4265
H -4.2779 -0.9027 -3.5419
H 4.7267 -3.2828 2.2397
H 0.5375 0.5911 2.9466
H 3.5980 -4.2416 1.2402
H -1.1306 2.7203 -2.2309
```

Summary:
HOMO energy ... -10.80 eV
E_tot ... -1456.99880 hartree
Kohn-Sham gap ... 0.247 Ha
2S+1 ... 1
Net charge ... +1
ΔE to the lowest compared entry with this formula, charge and spin ... 53.5 kcal per mole

Here are the Mulliken charges for atoms 1 to 5, given in e: atom 1 (S): -0.0726, atom 2 (O): -0.2147, atom 3 (O): -0.2768, atom 4 (N): 0.2156, atom 5 (C): -0.1650

2.
ORCA calculation (wB97M-V/def2-TZVPD) on one molecule with the formula C10H12O3 in a non-equilibrium geometry.

The geometry in XYZ format:
```
25
Properties=species:S:1:pos:R:3
O -3.5344 -1.2825 1.4218
O 1.7811 1.7598 0.2410
O -1.9921 -0.2830 2.9536
C -0.1373 0.5242 -0.1851
C -2.3274 -0.6169 -0.5906
C -3.1047 -1.1750 2.7857
C 1.1195 0.9379 -0.7910
C 2.3289 -0.1804 -1.0582
C -1.1002 -0.1327 -0.9966
C -0.3906 0.5849 1.2249
C -2.4596 -0.6583 0.7459
C -1.6374 0.0020 1.5805
C 3.3220 0.1641 -2.1515
H 1.8292 -1.1314 -1.4887
H -3.0042 -1.0458 -1.2542
H 2.7926 -0.5289 -0.1478
H 2.8921 0.4733 -3.1442
H 3.8796 1.0950 -1.6671
H -3.9206 -0.7557 3.3136
H 0.3672 0.9404 1.9241
H 1.0137 1.5043 -1.6715
H -0.6890 -0.1653 -2.0104
H 4.1805 -0.5429 -2.2815
H -2.8568 -2.1486 3.2422
H 1.6482 2.6617 0.0052
```

Summary:
HOMO energy ... -8.22 eV
E_tot ... -613.88384 hartree
Kohn-Sham gap ... 0.332 Ha
2S+1 ... 1
Net charge ... 0
SMILES ... CC[C@H](O)c1ccc2c(c1)OCO2
ΔE to the lowest compared entry with this formula, charge and spin ... 70.4 kcal per mole

Here are the Mulliken charges for atoms 1 to 5, given in e: atom 1 (O): -0.4523, atom 2 (O): -0.5718, atom 3 (O): -0.4425, atom 4 (C): 0.2499, atom 5 (C): -1.0676

3.
ORCA calculation (wB97M-V/def2-TZVPD) on a 10-piece molecular cluster, C33H71F12N11O24S12 overall in a non-equilibrium geometry.

The geometry in XYZ format:
```
163
Properties=species:S:1:pos:R:3
S -5.8432 0.4582 3.5399
S -0.1464 8.6817 -0.2786
S 1.2107 -5.0976 1.2331
S -7.2026 1.7472 -2.4587
S -4.6478 4.1309 6.2509
S -0.4855 6.7339 0.8124
S 0.1095 -3.1533 0.5015
S 2.4819 2.4766 1.9779
S -3.5498 4.3622 4.2637
S -6.1200 1.5164 -4.4937
S 3.3897 2.4305 4.1241
S -6.7028 -0.3809 5.5640
F -6.1450 2.3336 -5.8701
F -6.6966 0.6707 2.1643
F 4.8845 2.2966 4.7758
F 0.2822 10.0775 0.2944
F -0.0145 5.9560 2.1448
F 0.0169 -1.5757 0.9663
F -8.6292 2.2099 -1.7872
F -7.3717 -1.7699 5.9208
F -4.6099 4.5494 7.8316
F 2.7475 -5.5200 1.3902
F -2.5025 5.4669 3.6973
F 2.7671 1.8922 0.5189
O -4.8002 1.9007 -4.0170
O -1.1408 -3.5301 1.1719
O -7.3425 0.3247 -2.1743
O 0.7892 8.5362 -1.3473
O -1.5371 9.1032 -0.5958
O -7.6506 0.5425 6.2977
O 0.1059 5.8741 -0.2651
O -5.9277 1.8173 4.0197
O -2.7994 3.1235 4.0225
O 2.2619 3.8951 1.6917
O 0.7285 -5.5671 2.5235
O -4.6384 4.6941 3.3189
O -6.2922 0.1189 -4.9965
O 3.1126 3.8579 4.4379
O 1.2651 1.6970 2.1610
O -5.3589 -0.6055 6.0974
O -4.5772 -0.0842 3.0792
O 0.7410 -5.7412 -0.0047
O -5.9601 4.6545 5.8447
O -4.4399 2.7106 6.4042
O 2.7243 1.4525 4.9199
O -1.9544 6.6170 0.9697
O 0.1945 -2.9888 -0.9537
O -6.3108 2.5368 -1.6786
N -7.4711 2.1880 -3.8197
N 3.7882 1.9661 2.5233
N 7.8588 1.2316 -2.9448
N -1.9656 2.5750 -1.2014
N 4.8939 -2.8567 -1.2121
N -3.5635 5.0067 5.8632
N -6.9584 -0.6227 4.1475
N 6.7614 2.5020 -4.4352
N -4.5696 -3.6888 3.0958
N 1.4108 -3.3875 1.2572
N 0.2184 7.9468 1.2301
C -0.0989 2.0193 -2.8889
C -5.4255 -3.0564 1.8747
C -2.7894 -5.3321 3.4682
C -2.2532 1.7311 1.0414
C 4.9218 -0.9902 0.4117
C 1.3074 1.3561 -3.0609
C -5.5958 -2.2739 -0.5293
C -3.2418 -2.9810 3.5361
C 7.6189 3.3213 -3.7793
C -2.6818 0.6127 0.1013
C 5.1463 -0.3724 -0.9178
C 5.0586 -5.3915 -0.6053
C 5.4944 -6.7366 -1.2107
C 5.7942 2.8550 -5.5073
C 4.9040 4.0547 -5.0485
C 3.5386 -2.9118 -1.9787
C 1.6257 1.2343 -4.5846
C 4.5697 -2.4741 0.2414
C -4.8686 -1.6649 -1.7313
C 8.3622 2.5375 -2.8935
C -2.3292 -4.0312 4.1112
C -0.4046 2.4455 -1.4367
C -2.4999 3.7549 -2.0377
C -4.0379 -5.0850 2.6824
C -5.5092 -3.9390 4.2272
C -2.2911 3.0347 0.2359
C 5.7296 -4.1697 -1.2789
C -4.6834 -2.5904 0.6251
C 5.7763 -1.6442 -1.6138
C -2.7916 1.2450 -1.3367
C 8.4253 0.0427 -2.3185
C 6.9519 -6.9805 -1.5603
C 6.8849 1.2047 -3.9246
H -5.4565 -1.5814 -2.6453
H 4.9682 -6.8070 -2.1626
H 5.8469 -4.4018 -2.3375
H -2.0739 -0.2720 0.2908
H -0.2811 2.8901 -3.5186
H 6.7648 -4.0778 -0.9501
H 9.5066 0.1343 -2.2156
H 9.1962 2.7170 -2.2312
H -2.8348 -6.1510 4.1861
H -2.9201 1.7200 1.9035
H 5.8265 -0.9168 1.0151
H -0.8281 1.2854 -3.2321
H -1.9286 -5.6326 2.8709
H 0.0276 1.6517 -0.8274
H -6.2179 -3.7199 1.5284
H -3.6574 0.2089 0.3717
H 4.0980 -0.5208 0.9493
H 7.5094 4.3836 -3.9403
H 1.3426 0.4116 -2.5179
H -1.9006 4.6044 -1.7102
H 1.4858 2.1948 -5.0805
H 7.6535 -6.7068 -0.7722
H -4.0050 -1.7522 0.7841
H 6.7807 -1.7865 -1.2150
H 5.1777 1.9851 -5.7341
H 5.3937 5.0271 -5.1010
H 8.1473 -0.1930 -1.2912
H -6.1810 -3.1258 -0.8756
H 5.1557 -5.5100 0.4739
H 0.0032 3.4528 -1.3518
H -4.0419 -2.2968 -2.0561
H -3.5697 3.7485 -1.8286
H -3.8278 -4.9304 1.6241
H -4.9521 -4.1176 5.1469
H -6.1637 -3.0705 4.3002
H -5.8607 -2.2116 2.4085
H -4.8691 -5.7895 2.7105
H 5.1639 -7.6271 -0.6761
H -1.2471 -3.9013 4.1287
H 5.2117 -3.1437 0.8138
H -4.0197 -3.3763 0.2647
H -6.3119 -1.4707 -0.3555
H -1.2727 1.5462 1.4803
H -2.4858 0.6128 -2.1703
H 3.5009 -2.6678 0.3320
H 2.6940 1.0220 -4.6278
H -3.4299 -2.1562 4.2235
H -3.8199 1.5517 -1.5280
H 3.9951 4.1309 -5.6453
H 1.9600 2.0790 -2.5714
H -2.8614 -2.6352 2.5749
H 6.2737 2.9961 -6.4759
H 4.1958 -0.0327 -1.3292
H -4.4143 -0.7059 -1.4822
H 7.1297 -7.9969 -1.9117
H 1.0829 0.4205 -5.0653
H 6.3595 0.3461 -4.3159
H -3.2631 3.5271 0.2074
H 2.9462 -2.0028 -1.8748
H -1.4691 3.7275 0.4157
H 4.5459 3.8513 -4.0393
H 5.7495 -1.5811 -2.7017
H 3.9705 -5.4542 -0.6214
H -2.3950 -4.0963 5.1973
H 7.1088 -6.3486 -2.4345
H -2.4562 3.4703 -3.0889
H 2.9960 -3.7925 -1.6351
H 5.8331 0.4740 -0.9271
H 3.9108 -3.0830 -2.9888
H 8.1538 -0.8110 -2.9394
H -6.0770 -4.8335 3.9709
```

Summary:
HOMO energy (alpha / beta) ... -6.72 / -6.72 eV
E_tot ... -9684.03336 hartree
Kohn-Sham gap (alpha / beta) ... 0.193 / 0.147 Ha
2S+1 ... 2
Net charge ... -1

Here are the Mulliken charges for atoms 1 to 5, given in e: atom 1 (S): 1.2583, atom 2 (S): 1.0992, atom 3 (S): 1.0188, atom 4 (S): 1.1363, atom 5 (S): 1.1106